Record 1
Here is a structure of composition C55H41HgN8O6P2Se at a distorted geometry from OMol25. Energies are from ωB97M-V/def2-TZVPD.

The total charge is -2. For the HOMO energy (spin up / spin down), the calculation gives -1.21 / -1.76 eV. The HOMO-LUMO gap (spin up / spin down) is 4.410 / 4.966 eV. The value obtained for the lowest unoccupied orbital energy (spin up / spin down) is 3.20 / 3.20 eV. The value obtained for the total energy is -6247.55765 Ha. Its expectation value of S² is 0.761. The spin multiplicity is 2. The energy relative to the best compared isomer or geometry (same formula, charge and spin) comes out at 2.0980 eV.

Structure (XYZ):
```
114
Properties=species:S:1:pos:R:3:forces:R:3:mulliken_spin:R:1
Hg -5.051 10.732 15.890 -0.198 -0.394 -0.468 0.280
C -3.360 6.667 15.351 -0.500 -0.410 0.110 0.021
C -4.214 7.353 14.314 0.795 -1.347 -0.874 0.000
N -4.897 8.442 14.455 -0.213 0.946 0.067 0.040
C -5.574 8.661 13.284 0.576 -0.196 -0.152 -0.050
C -5.258 7.662 12.394 -1.489 -0.232 -0.616 -0.012
N -4.411 6.848 13.036 1.847 -1.644 1.707 -0.001
C -5.881 7.070 11.178 -0.844 0.721 -1.669 0.001
O -6.948 7.710 10.652 1.425 -0.747 1.068 -0.001
O -5.423 6.060 10.664 -0.140 0.471 0.584 0.000
C -6.457 9.825 13.078 -0.719 1.145 2.019 0.070
O -7.278 9.766 12.156 0.022 0.098 -0.706 -0.004
O -6.394 10.765 13.961 -0.016 -0.761 -1.388 0.117
H -4.042 6.176 16.109 0.990 0.689 -0.548 -0.002
H -2.622 7.343 15.817 -0.733 -0.118 -0.005 0.004
H -2.759 5.881 14.880 -0.250 -0.011 0.007 0.002
H -4.076 5.936 12.661 -0.530 1.266 0.390 0.000
H -7.143 8.499 11.267 -0.264 0.326 -0.212 0.000
O -4.308 13.786 17.199 -0.065 -0.501 0.329 -0.020
C -2.936 13.772 17.022 -0.251 -1.262 -1.669 -0.015
C -1.968 14.151 17.948 -0.421 -0.499 1.444 0.000
C -0.651 13.784 17.711 0.417 0.623 -1.036 -0.004
C -0.232 13.470 16.411 -0.325 -0.130 0.530 0.001
C -1.188 13.276 15.424 -0.442 0.357 -0.042 -0.011
C -2.569 13.267 15.725 1.305 1.471 0.227 0.050
P -3.888 12.869 14.530 -0.747 -0.985 0.553 0.087
C -3.330 12.095 12.976 0.717 1.731 0.507 -0.027
C -3.784 12.777 11.837 -0.146 -0.060 -0.190 0.001
C -3.507 12.261 10.580 -0.553 0.241 -0.204 -0.001
C -2.766 11.102 10.479 0.333 -0.820 -1.250 0.008
C -2.204 10.500 11.591 -0.078 -0.141 1.155 0.008
C -2.479 11.002 12.893 0.490 -0.744 -0.831 0.045
C -4.653 14.445 14.078 -1.448 0.450 -0.594 0.008
C -3.976 15.594 13.751 0.351 0.746 1.557 -0.007
C -4.598 16.842 13.761 -0.892 -0.743 -0.635 0.002
C -5.962 16.963 13.964 -0.106 -0.939 -0.277 0.000
C -6.695 15.785 14.187 -0.509 0.702 0.045 0.001
C -6.068 14.551 14.124 0.882 0.076 1.042 -0.011
C -4.776 13.575 18.489 -0.546 1.104 1.508 0.009
C -5.233 14.782 19.098 1.033 -0.200 -1.638 -0.002
C -5.303 14.874 20.445 0.148 -0.644 1.299 -0.001
C -5.046 13.699 21.210 0.310 0.330 0.919 0.001
C -4.792 12.449 20.683 -0.602 0.779 -1.527 -0.034
C -4.751 12.390 19.241 1.319 -0.764 0.040 0.016
P -4.555 10.718 18.445 -1.540 1.481 0.144 0.232
C -6.035 9.918 19.156 0.322 -0.269 0.924 -0.040
C -7.304 10.550 19.166 1.445 -0.626 -0.161 0.020
C -8.358 9.906 19.748 -1.556 -1.992 0.595 -0.005
C -8.226 8.599 20.355 0.275 0.651 -0.982 0.011
C -6.965 8.035 20.348 -0.045 -0.658 0.550 -0.004
C -5.882 8.687 19.789 1.539 0.289 -0.332 0.018
C -3.007 10.020 18.873 0.928 -0.554 0.065 -0.032
C -1.969 10.795 19.415 0.314 -1.002 0.443 0.044
C -0.707 10.264 19.582 1.097 -0.681 -1.343 -0.048
C -0.365 9.145 18.753 1.665 -0.159 1.702 0.088
C -1.367 8.328 18.251 0.364 1.615 -0.089 -0.060
C -2.685 8.737 18.375 -1.551 -0.703 0.232 0.103
H -2.178 14.600 18.954 -0.314 -0.688 -1.120 0.000
H 0.061 13.857 18.519 0.174 0.228 0.011 0.000
H 0.818 13.419 16.138 -0.105 -0.139 0.243 0.000
H -0.826 13.235 14.398 -0.347 -0.531 0.051 0.000
H -4.354 13.702 12.005 0.272 -0.679 -0.580 0.001
H -3.883 12.682 9.638 0.021 0.133 0.664 0.000
H -2.661 10.656 9.456 0.186 0.352 1.150 0.001
H -1.576 9.614 11.475 -0.197 0.246 0.065 0.001
H -2.004 10.542 13.788 -0.594 0.352 -0.735 -0.002
H -2.911 15.571 13.782 0.823 0.002 -0.411 0.000
H -4.042 17.696 13.515 0.854 1.110 -0.180 -0.001
H -6.490 17.904 13.830 0.243 -0.008 0.433 0.000
H -7.755 15.905 14.489 0.656 -0.525 -0.642 0.000
H -6.607 13.648 14.273 -0.707 -0.664 0.196 0.011
H -5.292 15.668 18.445 -0.077 -0.505 0.377 0.001
H -5.429 15.868 20.902 -0.179 -0.767 -0.008 0.000
H -4.949 13.760 22.287 -0.293 0.326 0.136 0.000
H -4.615 11.556 21.340 -0.311 0.928 -0.954 0.008
H -7.420 11.507 18.701 -0.272 0.393 -0.242 0.021
H -9.366 10.299 19.611 0.311 0.149 0.237 0.000
H -9.031 7.915 20.706 0.287 1.254 -0.273 0.001
H -6.810 7.048 20.785 -0.094 0.193 -0.122 -0.001
H -4.845 8.262 19.853 -1.287 0.128 -0.045 0.000
H -2.101 11.772 19.776 -0.699 1.091 0.607 0.016
H 0.038 10.732 20.265 -0.535 -0.140 -0.974 -0.002
H 0.735 8.813 18.664 -1.866 0.558 0.226 0.007
H -1.058 7.501 17.662 -0.212 -0.976 -0.121 -0.001
H -3.518 8.005 18.210 1.010 0.793 -0.415 0.041
N -7.150 4.379 20.842 1.328 -0.411 -0.681 0.000
C -6.102 4.088 20.409 -1.275 0.082 0.989 0.000
C -4.787 3.799 19.998 0.949 -0.915 -1.007 0.000
C -4.042 4.868 19.475 -0.662 1.166 -0.642 0.000
N -3.646 5.830 18.955 0.424 -0.481 0.431 0.000
C -4.308 2.517 19.553 0.421 -2.907 0.646 0.000
N -3.899 1.420 19.341 -1.177 3.344 0.306 0.000
O -9.234 12.820 17.523 0.089 0.570 -0.128 -0.001
C -9.327 12.756 16.355 0.036 -0.943 -0.370 0.001
N -9.360 12.638 15.147 0.083 0.929 1.013 0.002
C -11.677 6.869 13.077 -0.057 0.328 0.400 0.000
N -11.188 8.214 13.306 -0.609 1.112 -1.272 0.000
C -11.011 8.944 14.503 0.436 0.239 -0.724 0.000
Se -11.065 8.183 16.203 -0.182 -0.004 -0.256 0.000
N -10.695 10.232 14.218 -0.173 -1.206 -0.397 0.000
C -10.695 10.316 12.850 -0.040 0.580 -1.952 0.000
C -10.288 11.368 11.988 -0.213 -0.560 1.827 0.000
C -10.414 11.164 10.643 0.623 -0.123 -1.805 0.000
C -10.847 9.961 10.047 -0.929 0.158 0.319 0.000
C -11.275 8.871 10.848 1.743 1.152 -0.653 0.000
C -11.088 9.104 12.210 0.041 -0.780 2.226 0.000
H -11.765 6.492 14.088 -0.425 -0.625 0.102 0.000
H -10.933 6.263 12.535 -0.228 0.260 0.072 0.000
H -12.653 6.870 12.509 0.904 0.034 0.678 0.000
H -9.943 11.852 14.818 -0.166 -0.784 -0.359 0.000
H -9.803 12.242 12.428 -0.258 -0.093 -0.336 0.000
H -9.994 11.896 9.937 -0.351 -0.056 0.430 0.000
H -10.923 9.950 8.946 0.160 -0.287 0.664 0.000
H -11.370 7.897 10.358 -0.431 0.238 0.582 0.000
```
Forces are in eV/Å.


Record 2
Here is a structure of composition C55H42AuF5N2OP2S at a distorted geometry from OMol25. Energies are from ωB97M-V/def2-TZVPD.

The total charge is +2. For the HOMO energy (spin up / spin down), the calculation gives -11.73 / -12.52 eV. The HOMO-LUMO gap (spin up / spin down) is 6.673 / 4.697 eV. The value obtained for the lowest unoccupied orbital energy (spin up / spin down) is -5.06 / -7.83 eV. The value obtained for the total energy is -4021.26550 Ha. Its expectation value of S² is 2.052. The spin multiplicity is 3. The energy relative to the best compared isomer or geometry (same formula, charge and spin) comes out at 0.0000 eV.

Structure (XYZ):
```
109
Properties=species:S:1:pos:R:3:forces:R:3:mulliken_spin:R:1
Au 1.225 -0.377 -0.538 -0.895 0.767 -0.336 0.140
O 0.497 2.965 0.087 -0.104 -0.244 -0.109 0.172
S -0.258 1.883 -0.564 0.219 0.428 0.644 0.111
C -1.743 1.543 0.333 0.241 -0.112 0.288 0.072
C -2.940 1.749 -0.324 0.028 0.110 0.050 -0.001
C -4.183 1.601 0.313 -0.074 0.021 -0.103 0.004
C -4.191 1.246 1.631 -0.045 0.022 0.123 0.015
C -5.349 1.067 2.586 0.173 0.002 -0.055 -0.002
C -4.693 0.695 3.940 0.108 -0.110 -0.090 -0.001
C -3.208 0.674 3.654 -0.195 0.023 -0.074 0.005
C -2.145 0.423 4.470 0.148 -0.076 0.209 0.005
C -0.855 0.502 3.916 -0.103 0.010 0.098 0.011
C -0.588 0.795 2.592 0.041 0.163 -0.209 0.001
P 1.175 0.835 2.077 0.210 -0.290 0.341 0.000
C 1.798 2.156 3.218 -0.089 -0.027 -0.081 0.009
C 1.302 3.455 3.078 -0.002 0.010 -0.002 0.007
C 1.642 4.439 3.996 -0.028 0.026 -0.053 0.000
C 2.481 4.144 5.063 -0.008 0.067 -0.007 -0.001
C 2.986 2.863 5.202 0.057 -0.113 -0.026 0.003
C 2.650 1.873 4.283 0.024 0.062 0.106 0.035
C 2.078 -0.633 2.733 -0.104 -0.245 -0.192 0.302
C 1.546 -1.840 3.490 0.247 0.009 0.028 -0.008
C 2.627 -2.710 4.085 -0.165 0.111 0.186 0.295
C 3.926 -2.561 3.771 0.221 0.065 -0.071 -0.057
C 4.353 -1.519 2.904 -0.009 0.034 -0.011 0.386
C 3.421 -0.576 2.440 -0.038 -0.101 0.005 -0.062
C -1.686 1.108 1.721 -0.120 -0.078 -0.160 0.003
C -2.970 1.009 2.306 0.025 0.028 -0.114 0.006
C -0.672 2.438 -2.171 0.030 -0.443 -0.171 0.067
C -0.683 3.813 -2.320 -0.052 0.142 -0.019 0.027
C -0.891 4.421 -3.565 -0.021 0.114 0.000 0.004
C -1.052 3.613 -4.661 0.010 0.041 -0.125 0.029
C -1.261 3.955 -6.118 -0.019 -0.129 0.118 -0.005
C -1.330 2.584 -6.845 0.027 0.000 0.164 -0.002
C -1.124 1.561 -5.753 0.012 0.132 -0.080 0.018
C -1.036 0.198 -5.796 -0.021 -0.103 -0.063 0.000
C -0.844 -0.493 -4.588 -0.022 0.032 -0.071 0.011
C -0.737 0.128 -3.352 0.120 -0.029 -0.050 0.009
P -0.652 -0.950 -1.913 0.512 -0.451 0.029 0.072
C -0.018 -2.547 -2.500 0.155 -0.123 0.054 0.036
C 1.244 -2.557 -3.119 -0.142 0.018 0.013 0.028
C 1.828 -3.757 -3.486 -0.034 0.030 0.006 -0.008
C 1.177 -4.957 -3.216 -0.026 -0.029 0.008 0.021
C -0.067 -4.952 -2.599 0.034 -0.055 -0.027 -0.004
C -0.669 -3.752 -2.239 -0.017 0.107 -0.099 0.024
C -2.376 -1.170 -1.420 0.057 -0.144 0.112 0.028
C -3.399 -0.720 -2.255 -0.093 -0.042 -0.080 0.009
C -4.721 -0.993 -1.936 -0.053 0.008 -0.032 -0.004
C -5.032 -1.714 -0.792 -0.014 -0.027 0.012 0.010
C -4.018 -2.156 0.048 0.094 0.038 -0.013 -0.003
C -2.692 -1.879 -0.261 -0.202 0.118 -0.038 0.053
C -0.798 1.550 -3.284 -0.061 0.149 -0.019 0.050
C -0.996 2.212 -4.510 0.021 0.068 -0.025 0.002
H -2.925 2.059 -1.363 0.000 -0.001 0.127 0.006
H -5.097 1.792 -0.240 0.101 -0.023 0.049 0.001
H -6.031 0.291 2.234 0.028 -0.004 -0.030 0.001
H -5.932 1.987 2.652 0.011 -0.003 -0.004 0.001
H -5.037 -0.274 4.306 0.037 0.029 -0.025 0.000
H -4.928 1.420 4.717 0.012 0.053 0.028 0.000
H -2.272 0.177 5.520 0.029 0.050 -0.125 0.000
H -0.015 0.343 4.583 -0.008 0.059 -0.011 -0.002
H 0.648 3.698 2.253 -0.023 0.009 0.017 -0.001
H 1.248 5.443 3.878 0.029 -0.103 -0.007 0.000
H 2.743 4.913 5.781 -0.027 -0.049 -0.057 0.000
H 3.644 2.624 6.031 -0.065 0.003 -0.092 0.000
H 3.058 0.881 4.412 -0.007 0.024 0.065 -0.006
H 0.873 -1.520 4.289 -0.090 0.030 0.027 0.057
H 2.318 -3.483 4.778 0.003 0.052 -0.061 0.005
H 4.660 -3.229 4.206 -0.026 0.058 -0.026 0.006
H 5.403 -1.408 2.656 -0.119 -0.007 0.023 -0.003
H 3.786 0.277 1.872 0.038 -0.066 0.034 0.005
H -0.518 4.424 -1.439 -0.028 -0.025 -0.094 -0.005
H -0.908 5.503 -3.642 -0.003 -0.101 0.020 0.002
H -0.444 4.575 -6.488 0.033 0.004 0.001 0.002
H -2.175 4.534 -6.252 -0.004 0.008 0.014 0.002
H -0.573 2.489 -7.623 0.024 -0.002 0.025 0.001
H -2.295 2.435 -7.329 -0.033 -0.016 -0.012 0.001
H -1.116 -0.352 -6.727 0.003 0.019 0.076 0.001
H -0.794 -1.574 -4.629 -0.009 0.012 -0.016 0.001
H 1.752 -1.620 -3.332 -0.008 -0.085 0.056 0.000
H 2.794 -3.758 -3.979 -0.079 0.005 0.043 0.000
H 1.638 -5.898 -3.493 -0.041 0.079 0.011 0.001
H -0.579 -5.887 -2.404 0.033 0.062 -0.005 0.000
H -1.649 -3.763 -1.782 0.024 0.015 0.029 0.002
H -3.171 -0.165 -3.157 -0.042 -0.057 0.053 0.000
H -5.512 -0.644 -2.591 0.049 -0.034 0.025 0.000
H -6.067 -1.941 -0.560 0.071 0.027 -0.007 0.000
H -4.250 -2.725 0.941 -0.004 0.038 -0.042 0.000
H -1.914 -2.224 0.396 0.214 -0.077 0.161 0.005
F -0.176 -1.940 1.880 -0.251 0.174 -0.313 0.009
C 0.686 -2.719 2.576 0.155 -0.070 -0.153 0.007
F 1.457 -3.367 1.654 -0.130 0.141 0.001 0.002
C -0.188 -3.789 3.271 0.074 -0.046 -0.187 -0.007
F -0.800 -3.246 4.328 -0.034 -0.152 -0.055 0.000
F -1.119 -4.231 2.413 0.161 0.030 0.248 0.002
F 0.555 -4.818 3.664 -0.192 0.056 0.069 0.000
N 3.703 -2.512 -0.572 -0.027 0.237 -0.095 0.018
C 4.211 -1.268 -0.785 -0.193 -0.037 0.086 -0.044
C 5.582 -1.083 -1.028 0.169 -0.067 0.005 0.006
C 6.061 0.179 -1.256 0.100 0.024 -0.019 -0.001
C 5.188 1.275 -1.235 0.089 0.062 -0.006 0.001
C 3.868 1.033 -0.994 -0.125 -0.131 0.041 -0.006
N 3.376 -0.215 -0.780 0.081 -0.136 0.051 -0.002
H 4.337 -3.276 -0.414 0.009 0.011 0.013 0.001
H 2.773 -2.617 -0.197 0.053 0.004 0.038 0.007
H 6.242 -1.944 -1.022 -0.057 0.079 -0.024 0.000
H 7.117 0.328 -1.448 -0.055 -0.013 0.028 0.000
H 5.537 2.286 -1.396 -0.016 -0.073 0.002 0.000
H 3.147 1.841 -0.949 0.005 -0.061 0.015 -0.002
```
Forces are in eV/Å.